[1]
ORCA calculation (ωB97M-V with the def2-TZVPD basis set) on a molecular structure, C25H72N3O13 at a distorted geometry.

Properties
**Frontier orbital gap**: 7.68 eV
**Total charge**: -1
**Electronic energy**: -58159.4257 eV
**Energy above the lowest of the compared OMol25 structures with the same formula, charge and spin**: 92.7 kcal/mol

Structure (XYZ):
```
113
Properties=species:S:1:pos:R:3:forces:R:3
C 0.785027 -1.992770 -0.663133 -2.0 0.9 -2.5
O 0.018027 -2.697770 -1.664133 0.9 -1.4 0.4
H -0.050973 -1.279770 -0.583133 1.7 1.8 1.1
H 1.750027 -1.688770 -1.154133 -0.6 0.3 1.2
H 0.864027 -2.385770 0.326867 0.6 -0.9 0.5
C -0.676973 0.320230 -3.457133 2.3 2.5 -1.2
O 0.701027 -0.271770 -3.336133 -1.8 1.4 0.4
H -0.580973 1.041230 -4.381133 -0.1 -0.8 2.1
H -1.093973 0.878230 -2.522133 0.9 -1.3 -1.7
H -1.268973 -0.431770 -3.880133 -1.4 -1.3 0.2
H 0.545027 -0.974770 -2.698133 0.0 -0.9 0.2
C -3.336973 -3.059770 -0.470133 2.1 4.5 -7.2
O -2.394973 -1.934770 -0.691133 0.0 -0.1 0.0
H -4.276973 -2.728770 -0.343133 -3.2 1.8 1.2
H -2.971973 -3.523770 0.256867 2.5 -4.7 5.9
H -3.440973 -3.567770 -1.403133 0.5 -1.2 -0.6
H -1.459973 -2.188770 -1.086133 -1.9 -0.8 0.2
C 2.805027 -4.751770 -2.398133 -3.4 -1.4 0.5
O 2.238027 -3.658770 -3.053133 5.7 -3.3 -5.2
H 3.512027 -4.422770 -1.687133 1.4 0.1 0.7
H 3.176027 -5.546770 -3.125133 -0.3 1.3 0.9
H 1.940027 -5.205770 -1.763133 1.6 0.1 -0.9
H 1.642027 -3.163770 -2.657133 -5.0 3.1 3.9
C -0.481973 -3.900770 -4.972133 -0.8 -1.6 1.5
O -1.245973 -3.691770 -3.765133 3.0 -0.4 2.0
H 0.449027 -3.260770 -4.900133 -0.8 -1.1 -0.7
H -1.230973 -3.571770 -5.695133 0.8 -0.1 -0.8
H -0.333973 -5.107770 -5.045133 0.3 2.9 -0.4
H -0.496973 -3.695770 -2.994133 -2.7 0.5 -1.9
C 3.571027 0.595230 -1.065133 3.0 0.4 -3.0
O 2.968027 1.241230 -2.238133 -0.9 -1.1 1.5
H 3.587027 -0.423770 -1.373133 -0.1 -1.3 0.6
H 3.318027 0.710230 -0.046133 -1.9 0.7 0.8
H 4.733027 0.797230 -0.931133 -3.3 0.6 -1.9
H 2.218027 0.612230 -2.543133 1.2 1.4 0.5
C -0.526973 -6.042770 -0.647133 5.2 -2.8 0.7
O 0.276027 -5.106770 -0.036133 1.4 -1.3 2.6
H -0.152973 -7.030770 -0.232133 -0.7 0.7 -0.5
H -0.323973 -6.060770 -1.672133 -0.5 0.0 -1.9
H -1.429973 -5.880770 -0.324133 -5.6 0.5 0.9
H 0.258027 -4.347770 -0.545133 -0.2 3.2 -2.0
C 2.102027 -3.679770 2.180867 -6.9 4.2 -3.0
O 2.898027 -2.613770 1.904867 2.2 2.0 -0.5
C 4.071027 -2.794770 1.019867 1.6 4.7 15.3
C 4.800027 -1.478770 1.165867 -0.6 0.6 0.3
N 5.869027 -1.487770 0.259867 1.9 -0.4 -2.5
C 6.463027 -0.165770 0.040867 -0.1 -0.1 -0.5
C 7.523027 -0.333770 -1.062133 -0.7 0.9 -1.5
O 7.889027 1.039230 -1.535133 1.4 -1.8 0.1
C 8.897027 0.887230 -2.574133 -2.3 0.5 -2.1
H 2.557027 -4.398770 2.612867 2.8 -5.2 3.3
H 1.617027 -3.942770 1.276867 0.4 -1.6 -1.4
H 0.939027 -3.449770 2.574867 4.2 0.2 0.5
H 3.903027 -3.019770 0.198867 -3.7 -3.6 -13.9
H 4.809027 -3.470770 1.416867 -0.1 -1.0 0.5
H 5.283027 -1.548770 2.159867 -0.9 1.0 0.0
H 4.192027 -0.547770 0.909867 0.1 -1.4 1.4
H 5.579027 -1.928770 -0.659133 0.5 1.1 1.3
H 6.915027 0.310230 0.905867 0.3 -0.7 0.6
H 5.629027 0.578230 -0.167133 2.2 -0.9 0.2
H 6.947027 -0.827770 -1.996133 1.6 0.6 1.9
H 8.452027 -0.960770 -0.692133 -1.8 1.3 -0.9
H 9.116027 1.895230 -3.197133 -0.8 -2.3 1.8
H 8.439027 0.076230 -3.243133 0.7 1.4 0.1
H 9.812027 0.428230 -2.276133 0.9 0.1 0.9
C -8.722973 1.924230 2.426867 2.9 2.8 2.7
O -7.973973 0.944230 3.156867 0.8 1.3 -0.4
C -6.910973 0.351230 2.430867 -1.5 -4.1 -1.0
C -5.991973 -0.451770 3.416867 -2.3 3.5 2.8
N -5.051973 -1.214770 2.761867 1.0 0.4 -2.2
C -4.196973 -1.860770 3.690867 3.8 -1.3 -1.1
C -2.971973 -2.588770 2.877867 -0.6 1.4 -0.2
O -2.228973 -3.392770 3.773867 1.3 1.4 -0.5
C -1.189973 -4.023770 3.020867 -0.5 1.4 -1.5
H -8.293973 3.052230 2.316867 -0.4 -3.0 -0.1
H -9.654973 2.061230 2.855867 -1.6 0.4 2.2
H -9.075973 1.466230 1.625867 -0.6 -1.5 -4.9
H -6.282973 0.936230 1.786867 0.0 1.2 -0.1
H -7.441973 -0.525770 1.567867 1.5 2.3 2.5
H -6.687973 -0.994770 4.123867 0.8 -0.1 -1.0
H -5.480973 0.330230 4.249867 -1.1 -1.3 -2.1
H -4.581973 -0.649770 1.986867 -0.5 -1.2 1.6
H -4.740973 -2.687770 4.155867 0.1 0.3 0.4
H -3.676973 -1.175770 4.457867 -1.0 -0.8 -0.8
H -2.332973 -1.835770 2.178867 -1.1 -1.3 2.0
H -3.293973 -3.348770 2.183867 -1.2 0.3 -0.6
H -1.597973 -4.877770 2.529867 -0.9 -0.3 -1.7
H -0.701973 -4.593770 3.731867 2.3 -0.2 1.6
H -0.543973 -3.343770 2.220867 -2.2 -1.6 2.4
C 0.466027 2.457230 -0.580133 -2.8 2.3 -5.2
O -0.631973 3.394230 -0.399133 -0.2 2.0 2.1
C -0.239973 4.827230 -0.151133 0.9 -3.5 1.1
C -1.413973 5.716230 0.117867 -1.3 0.5 -2.2
N -1.047973 7.107230 0.139867 0.5 -0.8 4.7
C -2.009973 8.079230 0.660867 0.1 -0.2 -5.5
C -1.308973 9.448230 0.689867 -1.3 -1.1 5.3
O -2.318973 10.464230 0.775867 0.8 -0.1 2.7
C -2.762973 10.775230 2.135867 0.3 2.6 0.2
H 0.415027 2.505230 -1.778133 1.6 -0.7 2.5
H 0.174027 1.487230 -0.327133 -0.6 -1.4 0.8
H 1.350027 2.764230 -0.131133 1.7 0.6 0.6
H 0.161027 5.175230 -1.006133 1.6 1.0 -3.5
H 0.685027 4.845230 0.524867 -1.8 0.2 0.0
H -1.644973 5.517230 1.100867 -2.0 -0.8 2.0
H -2.260973 5.630230 -0.752133 1.5 -0.8 2.3
H -0.873973 7.365230 -0.731133 1.3 1.5 -4.7
H -2.510973 7.734230 1.490867 -0.6 -0.4 2.4
H -2.850973 8.059230 -0.181133 1.0 0.8 1.6
H -0.746973 9.723230 -0.104133 1.6 0.1 -2.9
H -0.494973 9.397230 1.615867 -2.2 0.5 -1.9
H -1.995973 11.229230 2.952867 -0.9 -0.9 -2.5
H -3.288973 10.046230 2.750867 0.0 -0.8 -0.8
H -3.496973 11.590230 1.887867 0.6 -0.7 0.7
```
Positions in Å, forces in eV/Å.

---

[2]
ORCA calculation (ωB97M-V with the def2-TZVPD basis set) on a molecular structure, C25H73FeN10O12 at a distorted geometry.

Properties
**Multiplicity**: 5
**Frontier orbital gap (alpha / beta)**: 4.66 / 4.55 eV
**Total charge**: +1
**Electronic energy**: -100961.6405 eV

Structure (XYZ):
```
121
Properties=species:S:1:pos:R:3:forces:R:3
Fe 2.299452 -3.052462 -1.482277 -3.3 0.4 2.7
C 0.852772 -0.423870 1.619367 1.0 0.1 0.5
C 0.740955 -1.301677 0.386300 -0.9 -0.2 -0.7
C 0.812026 -0.506797 -0.896823 -0.3 1.3 0.4
O 1.584800 -2.408287 0.296175 2.4 -1.1 -1.5
H 0.667262 -0.953392 2.554469 -0.6 -0.2 -0.2
H 0.164402 0.411529 1.495935 -0.1 -0.1 0.2
H 1.836306 0.004115 1.836625 0.2 0.1 -0.7
H -0.278575 -1.716140 0.421683 -0.1 -0.1 0.0
H 0.472241 -1.046539 -1.786369 0.4 -0.2 -0.1
H 1.772126 0.015138 -0.983836 0.3 -0.4 -0.3
H 0.125545 0.337356 -0.820205 -0.2 0.1 -0.1
C -0.889193 -4.061421 -2.158635 -1.8 -1.2 0.4
O 0.276234 -3.803350 -1.789391 1.6 0.8 -0.5
N -1.320905 -5.339488 -2.182492 1.4 -0.6 -0.2
N -1.877562 -3.188832 -2.352427 1.4 1.3 0.1
H -0.569651 -6.011620 -2.115053 -0.4 -0.3 0.0
H -2.169066 -5.611275 -2.647498 0.0 0.0 0.0
H -2.824891 -3.481714 -2.501226 -0.1 0.1 0.0
H -1.638863 -2.219585 -2.183407 -0.5 0.1 -0.3
C -0.988037 -5.365883 1.703537 1.3 -2.5 2.7
O -1.205200 -6.290788 2.500640 -0.5 1.1 -0.8
N 0.297120 -4.979418 1.520812 -0.1 0.2 -0.9
N -1.928209 -4.660011 1.068500 -1.1 1.0 -0.6
H 0.959832 -5.557209 2.009235 0.3 0.3 -0.2
H 0.519084 -4.227653 0.885267 0.5 0.0 0.4
H -2.874606 -4.824049 1.372226 0.0 -0.2 -0.4
H -1.738227 -4.447690 0.108975 -0.4 0.2 -0.1
C 4.762339 0.383947 1.281930 -1.1 1.1 1.3
O 4.988849 1.099817 2.265865 0.7 -0.2 -1.6
N 4.728246 0.815651 -0.001788 0.4 0.3 0.2
N 4.273793 -0.855484 1.437567 0.3 0.1 1.1
H 4.410151 0.121364 -0.646488 0.4 0.5 -0.7
H 5.262080 1.640339 -0.217375 -0.1 -0.1 -0.5
H 4.124678 -1.056523 2.417714 0.0 -0.8 -0.3
H 4.100593 -1.462455 0.671062 -0.2 -0.6 0.2
C 3.347123 -3.937832 3.583811 2.3 -0.9 -0.4
O 4.169522 -4.322378 2.744120 -0.7 -0.1 0.2
N 2.510948 -2.928569 3.339700 -1.1 1.2 -0.1
N 3.263498 -4.412819 4.852380 -0.7 0.2 0.8
H 1.857790 -2.625490 4.039244 -0.1 0.1 -0.1
H 2.571963 -2.420093 2.476919 -0.2 -0.3 -0.1
H 2.710011 -3.870429 5.491469 0.0 -0.2 0.2
H 3.790426 -5.150042 5.281176 0.4 -0.1 -0.7
C -1.620903 3.301658 -3.611401 -0.6 1.8 0.4
O -1.510461 4.448525 -4.044157 -0.2 -0.8 -0.3
N -2.638028 2.469635 -3.940849 -0.8 0.4 -0.9
N -0.865659 2.877610 -2.593473 1.3 -0.5 0.9
H -2.623568 1.476202 -3.779771 0.1 0.3 -0.2
H -3.273893 2.937809 -4.568799 -0.1 -0.6 -0.2
H -0.297498 3.584993 -2.123562 0.2 -0.5 -0.4
H -0.930575 1.927865 -2.282416 0.0 0.0 0.2
C 2.694820 1.011213 -5.697773 0.4 0.5 0.2
C 1.441346 0.653676 -4.917706 0.2 -0.1 -1.1
O 1.125762 -0.733882 -5.194873 -0.6 -0.2 0.4
H 2.586236 0.992236 -6.782954 -0.6 -0.4 0.1
H 3.518276 0.327952 -5.485304 0.1 0.2 0.3
H 2.963080 2.057411 -5.533491 0.3 -0.1 0.4
H 0.638299 1.269792 -5.326462 -0.3 -0.3 0.1
H 1.423370 0.819850 -3.839140 0.5 0.2 0.0
H 1.546457 -1.322109 -4.551392 0.0 0.4 -0.3
C -2.885022 -0.500948 -0.189241 -1.5 0.8 -0.6
C -4.241983 0.182155 0.122855 -0.1 -0.2 0.3
C -4.545197 1.427340 -0.662829 1.1 0.7 -1.0
O -5.275850 -0.791941 -0.071683 0.4 -0.2 0.2
H -2.508522 -1.039286 0.674090 0.1 -0.1 -0.2
H -2.216237 0.290212 -0.532559 0.3 -0.2 0.1
H -3.156331 -1.156612 -1.018526 0.5 -0.2 0.0
H -4.187685 0.498760 1.169692 -0.3 -0.2 0.2
H -4.559195 1.320392 -1.752123 -0.3 -0.6 0.0
H -3.686608 2.101240 -0.577733 -0.2 0.3 0.5
H -5.459273 1.939832 -0.366722 0.1 -0.1 0.2
H -6.101769 -0.347299 -0.280688 0.0 0.1 0.1
C -1.305236 1.711211 4.133426 0.0 -0.5 1.6
C -2.549646 0.829348 3.910141 -0.3 1.9 -1.6
C -2.272939 -0.521661 3.320381 -0.4 -0.9 0.3
O -3.395800 0.820340 5.042465 0.7 0.0 0.6
H -0.568660 1.650662 3.333969 -0.2 -0.1 -0.1
H -0.812335 1.427389 5.065307 0.1 -0.4 -0.1
H -1.536167 2.757806 4.335089 -0.4 0.0 -0.4
H -3.036463 1.389084 3.098973 -0.5 0.0 0.0
H -2.073232 -1.244644 4.114492 0.5 0.0 -0.1
H -1.503723 -0.477479 2.553027 0.2 -0.1 0.4
H -3.148020 -0.921781 2.800766 -0.2 0.1 0.2
H -4.327254 0.715962 4.837466 0.1 -0.1 -0.4
C -3.792009 -0.861956 -4.345148 1.1 1.2 0.2
C -2.386761 -0.954336 -4.944527 0.0 -0.2 -0.5
C -2.319017 -0.346352 -6.324836 -0.6 0.0 -0.4
O -1.468054 -0.237478 -4.116034 0.1 -0.5 0.8
H -4.559557 -1.349515 -4.938496 0.1 -0.2 0.2
H -3.990395 0.212310 -4.315696 -0.5 0.0 -0.2
H -3.772752 -1.118633 -3.285535 -0.3 -0.6 -0.1
H -2.084388 -2.006963 -5.006993 0.1 -0.1 0.1
H -3.067543 -0.836967 -6.950871 0.1 0.1 -0.2
H -1.340410 -0.434160 -6.797132 0.0 -0.2 0.1
H -2.563273 0.716389 -6.281831 0.0 0.0 0.1
H -0.589097 -0.356185 -4.522040 -0.3 0.0 0.1
C 2.737281 5.176125 -0.122500 -0.1 -0.1 1.2
C 1.512417 4.344815 -0.426808 -0.7 0.2 -0.5
C 0.323972 4.685123 0.477594 0.7 -0.1 0.7
O 1.122759 4.661868 -1.761791 0.3 0.1 -0.3
H 3.660649 4.815422 -0.573319 -0.1 -0.1 -0.3
H 2.890907 5.143270 0.958640 0.2 0.2 0.0
H 2.542488 6.206839 -0.418063 0.1 0.0 0.0
H 1.744883 3.271567 -0.432201 0.0 0.0 0.5
H 0.067873 5.741087 0.391615 0.1 0.0 -0.1
H 0.666506 4.514186 1.500917 -0.1 0.1 0.1
H -0.592995 4.103586 0.376186 0.2 -0.2 -0.5
H 1.967735 4.726516 -2.219720 -0.4 0.1 -0.6
C 1.722713 1.230570 5.910249 -0.1 -0.9 -1.0
C 2.518736 1.692460 4.688087 0.0 1.7 -1.0
C 2.909479 3.189205 4.738888 0.7 -0.3 1.8
O 3.684230 0.922102 4.513454 -0.3 -0.7 0.4
H 1.185702 0.315511 5.640467 0.1 -0.2 0.0
H 0.907169 1.907756 6.156824 0.4 0.4 0.3
H 2.359576 0.952216 6.747881 0.1 0.5 0.1
H 1.878860 1.695499 3.794382 -0.2 -0.9 -0.1
H 3.827553 3.407114 4.193270 -0.2 -0.1 -0.4
H 3.199467 3.321431 5.787325 0.1 0.5 0.0
H 2.139580 3.930399 4.527341 -0.2 -0.3 -0.2
H 4.182561 1.150638 3.696524 -0.4 0.0 0.5
```
Positions in Å, forces in eV/Å.

---

Question: Look up the total charge of the second one.
Answer: +1